102
Properties=species:S:1:pos:R:3:lowdin_charge:R:1 method="wB97M-V/def2-TZVPD" e_lumo_ev="-5.0 / -5.2" orbital_gap_ev="7.15 / 7.03" charge=+2 e_homo_ha="-0.448 / -0.448" multiplicity=2 s2=0.753
Ti -0.385 -0.393 -1.153 0.84
N -0.376 1.446 -2.445 0.03
C -1.092 2.673 -2.711 -0.20
C -1.026 3.246 -3.951 0.00
C -1.629 4.496 -4.208 -0.04
C -2.243 5.179 -3.199 -0.01
C -2.325 4.602 -1.908 -0.14
C -2.918 5.276 -0.813 0.02
C -2.975 4.666 0.405 -0.02
C -2.490 3.345 0.513 -0.13
N -1.940 2.678 -0.472 0.08
C -1.799 3.316 -1.668 -0.17
H 0.336 1.698 -1.737 -0.01
H 0.134 1.192 -3.286 0.07
H -0.485 2.747 -4.746 0.12
H -1.570 4.916 -5.202 0.12
H -2.670 6.159 -3.365 0.13
H -3.309 6.275 -0.958 0.13
H -3.395 5.161 1.268 0.12
H -2.567 2.828 1.466 0.11
C 3.674 -4.831 2.521 -0.53
C 4.200 -4.107 1.282 -0.51
S 2.954 -3.225 0.302 0.86
C 3.283 -1.489 0.656 -0.57
C 3.099 -1.070 2.112 -0.52
S 1.370 -1.323 2.606 0.85
C 1.515 -2.034 4.260 -0.52
C 1.873 -3.511 4.344 -0.52
S 3.629 -3.886 4.067 0.90
H 4.323 -5.683 2.728 0.07
H 2.677 -5.231 2.328 0.06
H 4.615 -4.850 0.599 0.07
H 5.009 -3.421 1.534 0.08
H 2.540 -0.900 0.099 0.00
H 4.279 -1.235 0.292 0.09
H 3.341 -0.012 2.225 0.07
H 3.744 -1.650 2.769 0.03
H 0.536 -1.863 4.713 0.08
H 2.233 -1.436 4.825 0.08
H 1.276 -4.096 3.644 0.05
H 1.642 -3.865 5.350 0.07
F 2.847 0.082 -3.362 0.13
C 2.736 -1.235 -3.650 -0.54
F 3.233 -1.426 -4.864 0.21
F 3.469 -1.891 -2.758 0.19
C 1.242 -1.670 -3.544 -0.23
O 0.762 -1.105 -2.398 -0.26
C 0.446 -1.109 -4.762 -0.54
F -0.861 -1.054 -4.479 0.16
F 0.628 -1.823 -5.859 0.22
F 0.830 0.161 -5.027 0.15
C 1.114 -3.232 -3.520 -0.56
F 1.090 -3.671 -2.266 0.14
F 2.127 -3.804 -4.160 0.20
F -0.023 -3.620 -4.107 0.17
S -1.981 -2.362 -1.549 0.78
C -1.630 -3.488 -0.290 -0.73
N -0.674 -3.478 0.611 0.07
C -0.713 -4.657 1.473 -0.09
C -1.932 -5.439 0.936 -0.09
N -2.380 -4.584 -0.163 0.04
H -0.008 -2.737 0.802 0.06
H -0.839 -4.354 2.512 0.12
H 0.219 -5.213 1.370 0.12
H -2.720 -5.538 1.682 0.13
H -1.663 -6.429 0.571 0.13
H -3.089 -4.827 -0.832 0.15
N 2.770 2.348 -1.500 0.13
C 2.278 2.542 -0.255 -0.73
S 1.174 1.432 0.407 0.78
N 2.725 3.622 0.385 0.09
C 2.462 4.183 1.674 -0.22
C 1.374 3.867 2.475 -0.05
C 1.236 4.511 3.698 -0.07
C 2.154 5.457 4.121 -0.07
C 3.234 5.769 3.309 -0.06
C 3.389 5.134 2.090 -0.02
H 2.643 1.443 -1.924 0.06
H 3.493 2.936 -1.886 0.13
H 3.444 4.138 -0.105 0.15
H 0.651 3.131 2.170 0.04
H 0.393 4.260 4.326 0.11
H 2.030 5.948 5.076 0.11
H 3.962 6.503 3.623 0.12
H 4.239 5.377 1.465 0.12
O -2.208 -1.310 2.206 0.14
C -2.322 -0.622 1.230 -0.56
O -1.318 -0.246 0.456 -0.30
C -3.699 -0.080 0.855 -0.16
N -3.815 0.401 -0.576 0.10
C -5.107 -0.134 -1.155 -0.08
C -5.909 -0.549 0.066 -0.14
C -4.839 -1.083 1.011 -0.11
H -3.871 0.793 1.490 0.16
H -3.002 0.062 -1.103 0.08
H -3.738 1.420 -0.604 0.14
H -4.837 -0.991 -1.771 0.12
H -5.560 0.635 -1.776 0.14
H -6.666 -1.286 -0.186 0.13
H -6.413 0.314 0.505 0.13
H -4.498 -2.074 0.705 0.12
H -5.167 -1.140 2.045 0.14